A.
# C3H6N4O

An isolated molecule of C3H6N4O (ωB97M-V with the def2-TZVPD basis set, OMol25).

Last column: natural (NBO) charge in e.
Geometry (Å):
1 C -0.36 -2.27 2.15  -0.142
2 C 0.37 -1.42 1.26  0.532
3 C -0.74 2.02 -1.60  -0.439
4 N 1.24 -0.56 1.06  -0.327
5 N 1.67 -0.09 -0.13  -0.163
6 N 0.94 0.67 -0.84  -0.003
7 N -0.24 1.11 -0.63  -0.346
8 O -0.57 -2.21 0.71  -0.443
9 H 0.07 -3.19 2.51  0.195
10 H -1.18 -1.86 2.73  0.196
11 H -0.92 2.98 -1.11  0.204
12 H -0.04 2.17 -2.44  0.159
13 H -1.69 1.65 -1.99  0.207
14 H 1.47 1.00 -1.68  0.369

As for the total charge: 0. The lowest unoccupied orbital energy comes out at 1.017 eV.

B.
# C3H6N4O

An isolated molecule of C3H6N4O (ωB97M-V with the def2-TZVPD basis set, OMol25).

Last column: natural (NBO) charge in e.
Geometry (Å):
1 C 2.23 -0.15 0.19  -0.419
2 C -0.91 1.61 0.01  -0.057
3 C -1.46 0.24 0.19  0.316
4 H 2.06 -0.40 1.33  0.213
5 H 2.86 0.71 -0.14  0.237
6 H 2.54 -1.10 -0.21  0.214
7 H -1.64 2.44 -0.05  0.236
8 H -2.96 -1.16 0.16  0.365
9 H -0.39 -1.45 -1.19  0.461
10 N 0.75 0.19 -0.25  -0.162
11 N 0.38 1.54 -0.25  -0.181
12 N -2.72 -0.09 0.03  -0.652
13 N -0.33 -0.59 0.44  -0.035
14 O -0.41 -1.80 -0.26  -0.536

As for the total charge: 0. The lowest unoccupied orbital energy comes out at 0.175 eV. The SMILES is [H]/N=c1/cnn(C)n1O.

C.
# C3H6N4O

A structure of composition C3H6N4O (ωB97M-V with the def2-TZVPD basis set, OMol25).

Last column: natural (NBO) charge in e.
Geometry (Å):
1 C 0.78 -0.76 -0.11  0.222
2 C -0.38 1.23 -0.11  -0.138
3 C 0.85 0.62 -0.07  0.157
4 H 1.52 -2.29 0.95  0.377
5 H 2.61 -1.04 -0.03  0.387
6 H -2.54 -0.89 -1.04  0.374
7 H -3.25 -0.33 0.61  0.369
8 H -0.95 2.22 0.16  0.243
9 H 1.91 2.39 -0.39  0.492
10 N 1.80 -1.67 -0.18  -0.763
11 N -0.63 -1.03 0.05  -0.310
12 N -1.20 0.15 0.27  -0.041
13 N -2.58 0.05 -0.18  -0.667
14 O 2.05 1.35 0.06  -0.704

As for the total charge: 0. The lowest unoccupied orbital energy comes out at 0.419 eV.

D.
# C3H6N4O

A cluster of 3 separate species, C3H6N4O in total (ωB97M-V with the def2-TZVPD basis set, OMol25).

Last column: natural (NBO) charge in e.
Geometry (Å):
1 C -0.66 1.32 -0.07  -0.601
2 C 0.51 0.33 -0.23  0.132
3 C 0.40 -1.12 -0.21  0.400
4 H -0.23 2.36 -0.15  0.247
5 H -1.35 1.35 0.85  0.203
6 H -1.22 1.27 -1.09  0.285
7 H 3.47 -0.54 -0.21  0.387
8 H -2.96 -1.56 0.51  0.281
9 H -1.48 0.35 0.87  0.352
10 N 1.72 0.66 -0.17  -0.230
11 N 2.55 -0.34 0.23  -0.119
12 N -0.72 -1.77 -0.12  -0.302
13 N -1.73 -0.80 -0.11  -0.661
14 O 1.70 -1.51 -0.11  -0.374

As for the total charge: 0. The lowest unoccupied orbital energy comes out at 0.327 eV.

Most favorable structure: B. The second most favorable one is 0.949 eV above it.

A.
# C3H6N4O

An isolated molecule of C3H6N4O (ωB97M-V with the def2-TZVPD basis set, OMol25).

Last column: natural (NBO) charge in e.
Geometry (Å):
1 C -1.95 0.04 -0.26  0.280
2 C 0.38 0.07 0.38  0.332
3 C 2.51 0.03 1.13  0.537
4 H 0.44 0.56 -2.11  0.369
5 H 0.31 -1.07 -1.98  0.367
6 H -2.59 -0.02 -1.16  0.187
7 H -3.37 0.15 0.97  0.354
8 H 0.07 0.12 1.43  0.226
9 H 3.55 0.02 0.77  0.112
10 N -0.22 -0.19 -1.91  -0.631
11 N -0.60 -0.02 -0.54  -0.288
12 N -2.35 0.18 0.94  -0.666
13 N 1.60 -0.03 0.07  -0.627
14 O 2.22 0.14 2.28  -0.552

As for the total charge: 0. The lowest unoccupied orbital energy comes out at 0.180 eV. The SMILES is [H]/N=C/N(N)/C=N/C=O.

B.
# C3H6N4O

An isolated molecule of C3H6N4O (ωB97M-V with the def2-TZVPD basis set, OMol25).

Last column: natural (NBO) charge in e.
Geometry (Å):
1 C 2.39 -0.06 0.08  0.272
2 C -0.08 -0.44 -0.05  0.271
3 C -2.49 -0.58 0.01  0.255
4 H 0.10 1.97 0.11  0.501
5 H 3.12 0.77 -0.10  0.199
6 H 2.20 -2.04 0.09  0.334
7 H 0.19 -1.49 -0.29  0.180
8 H -2.34 -1.70 -0.10  0.141
9 H -4.36 -0.50 0.13  0.349
10 N 1.08 0.39 0.17  -0.169
11 N 2.83 -1.27 -0.06  -0.684
12 N -1.19 0.16 0.06  -0.527
13 N -3.55 0.10 -0.04  -0.592
14 O 1.01 1.72 -0.12  -0.532

As for the total charge: 0. The lowest unoccupied orbital energy comes out at 0.160 eV. The SMILES is [H]/N=C\N(O)/C=N/C=N/[H].

C.
# C3H6N4O

An isolated molecule of C3H6N4O (ωB97M-V with the def2-TZVPD basis set, OMol25).

Last column: natural (NBO) charge in e.
Geometry (Å):
1 C 1.11 -0.23 -0.08  0.283
2 C 0.74 -1.50 0.06  -0.049
3 C -1.15 -0.23 -0.01  0.655
4 H 2.43 1.29 0.11  0.391
5 H 3.02 -0.17 0.52  0.387
6 H 1.29 -2.41 -0.01  0.216
7 H -2.71 0.93 0.06  0.327
8 H -0.70 2.26 -0.72  0.354
9 H -0.75 2.18 0.82  0.352
10 N 2.38 0.33 -0.09  -0.812
11 N -2.46 -0.09 -0.01  -0.770
12 N -0.05 0.60 -0.04  -0.282
13 N -0.11 1.97 0.04  -0.610
14 O -0.63 -1.49 0.01  -0.443

As for the total charge: 0. The lowest unoccupied orbital energy comes out at 0.662 eV. The SMILES is [H]/N=c1/occ(N)n1N.

Most favorable structure: A. The second most favorable one is 0.555 eV above it.

A.
# C6H14S

A cluster of 2 separate species, C6H14S in total (ωB97M-V with the def2-TZVPD basis set, OMol25).

Last column: natural (NBO) charge in e.
Geometry (Å):
1 C 2.12 1.05 -0.96  -0.735
2 C 0.43 -0.49 1.41  -0.964
3 C -2.77 0.14 1.11  -0.668
4 C 2.45 -1.68 -0.33  -0.730
5 C -2.03 0.02 -0.21  -0.174
6 C -1.92 1.04 -1.04  -0.413
7 S 1.06 -0.48 -0.15  0.728
8 H 1.42 1.80 -0.81  0.213
9 H 2.39 0.80 -1.92  0.203
10 H 1.10 -0.19 2.18  0.193
11 H -0.58 -0.08 1.52  0.219
12 H -3.68 -0.51 1.08  0.217
13 H -2.15 -0.42 1.86  0.227
14 H -3.19 1.23 1.17  0.219
15 H 2.86 -1.71 0.64  0.228
16 H 2.07 -2.55 -0.76  0.227
17 H 3.19 -1.18 -0.99  0.219
18 H -2.06 -1.01 -0.42  0.204
19 H 2.99 1.27 -0.43  0.199
20 H -1.62 0.85 -2.06  0.191
21 H -2.09 2.09 -0.87  0.196

As for the total charge: 0. The lowest unoccupied orbital energy comes out at 0.795 eV.

B.
# C6H14S

A cluster of 2 separate species, C6H14S in total (ωB97M-V with the def2-TZVPD basis set, OMol25).

Last column: natural (NBO) charge in e.
Geometry (Å):
1 C -0.83 -2.24 2.14  -0.529
2 C 0.44 0.62 -0.76  -0.215
3 C 0.34 1.91 -0.05  -0.669
4 C -1.83 -0.33 -1.67  -0.615
5 C 2.13 0.12 1.26  -0.719
6 C -0.34 0.28 -2.02  -0.432
7 S 1.04 -0.72 0.04  0.343
8 H 0.07 -2.87 2.28  0.168
9 H -1.13 -2.14 1.20  0.147
10 H -0.34 2.68 -0.55  0.223
11 H 1.30 2.35 0.22  0.216
12 H -0.05 1.74 0.93  0.208
13 H -2.41 0.41 -2.25  0.211
14 H -1.94 -0.49 -0.64  0.211
15 H -1.88 -1.25 -2.18  0.204
16 H 2.71 -0.61 1.64  0.220
17 H 2.78 0.75 0.61  0.215
18 H 1.63 0.80 1.95  0.220
19 H 0.23 -0.48 -2.53  0.212
20 H -0.58 1.17 -2.59  0.208
21 H -1.36 -1.69 2.97  0.174

As for the total charge: 0. The lowest unoccupied orbital energy (spin up / spin down) comes out at 0.421 / 0.828 eV.

Most favorable structure: B. The second most favorable one is 0.245 eV above it.

A.
# C3H8N2S

An isolated molecule of C3H8N2S (ωB97M-V with the def2-TZVPD basis set, OMol25).

Last column: natural (NBO) charge in e.
Geometry (Å):
1 C -0.50 1.93 -0.48  -0.618
2 C -0.44 1.10 0.72  -0.230
3 C -0.81 -1.22 0.03  0.292
4 H -1.17 1.61 -1.26  0.223
5 H 0.47 1.79 -0.96  0.201
6 H -0.62 2.99 -0.22  0.212
7 H 0.25 1.65 1.45  0.204
8 H -1.44 0.84 1.09  0.239
9 H 2.23 -1.23 0.75  0.107
10 H -0.31 -2.17 -0.11  0.157
11 H -2.49 -1.80 -0.63  0.356
12 N 0.10 -0.22 0.33  -0.596
13 N -2.06 -1.01 -0.15  -0.730
14 S 1.71 -0.38 -0.18  0.183

As for the total charge: 0. The lowest unoccupied orbital energy comes out at 0.704 eV. The SMILES is [H]/N=C/N(S)CC.

B.
# C3H8N2S

A cluster of 2 separate species, C3H8N2S in total (ωB97M-V with the def2-TZVPD basis set, OMol25).

Last column: natural (NBO) charge in e.
Geometry (Å):
1 C 1.35 1.19 0.95  -0.428
2 C 1.48 -0.11 0.25  -0.426
3 C 0.27 0.74 0.01  -0.375
4 N -2.20 -1.17 -1.71  -0.691
5 N -0.98 -1.30 1.36  -0.905
6 S -1.41 0.00 0.58  0.730
7 H 1.07 1.29 2.04  0.228
8 H 2.14 1.92 0.65  0.224
9 H 2.16 -0.04 -0.59  0.217
10 H 1.30 -1.05 0.76  0.254
11 H 0.27 1.14 -1.03  0.242
12 H -2.85 -0.47 -1.75  0.289
13 H -1.83 -1.82 1.49  0.349
14 H -2.48 -1.86 -0.73  0.293

As for the total charge: 0. The lowest unoccupied orbital energy (spin up / spin down) comes out at -0.333 / -0.272 eV.

Most favorable structure: A. The second most favorable one is 4.381 eV above it.

A.
# C2H3BrOS

An isolated molecule of C2H3BrOS (ωB97M-V with the def2-TZVPD basis set, OMol25).

Last column: natural (NBO) charge in e.
Geometry (Å):
1 C -0.20 0.81 0.19  -0.131
2 C 0.61 -0.40 0.03  -0.226
3 O -0.36 -1.48 -0.24  -0.696
4 S -0.01 2.00 1.66  -0.038
5 Br -1.64 1.03 -0.96  0.169
6 H 1.16 -0.58 1.00  0.244
7 H 1.40 -0.25 -0.74  0.214
8 H -0.94 -1.13 -0.93  0.463

As for the total charge: 0. The lowest unoccupied orbital energy (spin up / spin down) comes out at -1.509 / -1.508 eV. The SMILES is OCC(=S)Br.

B.
# C2H3BrOS

A cluster of 2 separate species, C2H3BrOS in total (ωB97M-V with the def2-TZVPD basis set, OMol25).

Last column: natural (NBO) charge in e.
Geometry (Å):
1 C 1.08 -0.04 0.82  0.241
2 C -1.08 0.00 -0.14  -0.275
3 O -0.05 0.53 0.62  -0.463
4 S 2.48 1.48 -0.51  -0.187
5 Br 1.67 -1.70 0.08  0.067
6 H -1.83 0.78 0.01  0.210
7 H -1.36 -0.99 0.26  0.201
8 H -0.91 -0.06 -1.14  0.206

As for the total charge: 0. The lowest unoccupied orbital energy (spin up / spin down) comes out at -2.105 / -2.222 eV.

Most favorable structure: A. The second most favorable one is 3.420 eV above it.

A.
# C6H13N2

The ion C6H13N2 with charge +1 (ωB97M-V with the def2-TZVPD basis set, OMol25).

Last column: natural (NBO) charge in e.
Geometry (Å):
1 C 0.39 1.77 0.03  -0.462
2 C 1.21 0.75 0.85  -0.241
3 C -0.71 0.89 -0.54  -0.269
4 C -0.15 -0.77 -0.38  -0.030
5 C -1.20 -0.08 0.39  -0.111
6 C 2.20 -1.20 -0.39  -0.429
7 N 1.04 -0.69 0.37  -0.416
8 N -2.55 -0.55 0.04  -0.666
9 H 0.07 2.56 0.71  0.236
10 H 0.80 2.51 -0.68  0.250
11 H 2.30 0.91 0.84  0.240
12 H 0.80 0.84 1.89  0.207
13 H -1.21 1.04 -1.50  0.248
14 H -0.28 -1.36 -1.20  0.233
15 H -1.37 -0.01 1.49  0.250
16 H 3.16 -1.17 0.13  0.228
17 H 1.94 -2.29 -0.36  0.210
18 H 2.33 -0.87 -1.39  0.190
19 H -2.53 -1.32 -0.65  0.440
20 H -3.15 0.20 -0.27  0.444
21 H -3.13 -1.16 0.62  0.446

As for the total charge: +1. The lowest unoccupied orbital energy comes out at -3.654 eV. The SMILES is CN1CC[C@@H]2[C@@H]([NH3+])[C@@H]21.

B.
# C6H13N2

A cluster of 2 separate species, C6H13N2 in total (ωB97M-V with the def2-TZVPD basis set, OMol25).

Last column: natural (NBO) charge in e.
Geometry (Å):
1 C 0.23 -2.37 -0.27  -0.446
2 C 1.40 -0.15 -0.16  0.750
3 C -3.13 -0.21 0.36  -0.649
4 C -1.54 1.39 -0.67  -0.400
5 C 3.40 1.10 0.36  -0.411
6 C -1.83 0.52 0.28  -0.173
7 N 0.95 -1.19 -0.40  -0.240
8 N 2.02 0.96 -0.07  -0.587
9 H 0.17 -2.86 -1.24  0.252
10 H 0.73 -3.03 0.44  0.258
11 H -2.98 -1.29 0.33  0.211
12 H -3.79 0.08 -0.45  0.227
13 H -3.62 0.03 1.31  0.238
14 H -0.62 1.95 -0.69  0.160
15 H -0.77 -2.15 0.10  0.255
16 H -2.23 1.62 -1.46  0.215
17 H 3.99 0.24 0.05  0.233
18 H 3.45 1.20 1.45  0.229
19 H 3.81 2.00 -0.09  0.244
20 H -1.13 0.33 1.08  0.178
21 H 1.49 1.82 -0.24  0.456

As for the total charge: +1. The lowest unoccupied orbital energy comes out at -3.524 eV.

Most favorable structure: B. The second most favorable one is 1.395 eV above it.

A.
# C6H13N2

The ion C6H13N2 with charge +1 (ωB97M-V with the def2-TZVPD basis set, OMol25).

Last column: natural (NBO) charge in e.
Geometry (Å):
1 C 2.68 0.36 0.02  -0.228
2 C 0.18 -0.10 -0.69  -0.159
3 C 1.40 -0.45 0.11  -0.002
4 C -1.16 -0.75 -0.59  -0.055
5 C -1.51 -1.76 0.53  -0.636
6 C -1.72 1.65 -0.38  -0.411
7 N -0.94 0.49 0.06  -0.394
8 N 1.80 0.68 1.06  -0.497
9 H 3.62 -0.09 0.33  0.249
10 H 2.77 0.85 -0.90  0.254
11 H 0.44 0.31 -1.67  0.220
12 H 1.47 -1.39 0.54  0.238
13 H -1.74 -0.85 -1.47  0.221
14 H -2.58 -2.07 0.50  0.246
15 H -1.31 -1.38 1.57  0.226
16 H -0.82 -2.66 0.54  0.213
17 H -2.52 1.58 0.30  0.221
18 H -1.15 2.50 -0.10  0.204
19 H -2.05 1.39 -1.35  0.196
20 H 2.22 0.38 1.96  0.448
21 H 1.20 1.42 1.12  0.445

As for the total charge: +1. The lowest unoccupied orbital energy comes out at -3.289 eV. The SMILES is C[C@@H]1[C@H]([C@H]2C[NH2+]2)N1C.

B.
# C6H13N2

The ion C6H13N2 with charge +1 (ωB97M-V with the def2-TZVPD basis set, OMol25).

Last column: natural (NBO) charge in e.
Geometry (Å):
1 C -0.16 1.62 -0.03  -0.224
2 C 0.93 0.48 -0.32  -0.383
3 C 0.71 -0.74 0.42  0.338
4 C 2.27 1.13 0.10  -0.579
5 C 0.51 -2.04 -0.20  -0.728
6 C -3.28 -0.18 0.05  -0.465
7 N -1.49 1.26 -0.07  -0.075
8 N -1.90 0.12 0.02  -0.090
9 H 0.02 2.05 0.96  0.248
10 H 0.00 2.41 -0.77  0.259
11 H 0.92 0.29 -1.39  0.242
12 H 0.79 -0.70 1.50  0.210
13 H 2.32 1.29 1.17  0.226
14 H 2.39 2.09 -0.41  0.245
15 H 3.10 0.49 -0.19  0.235
16 H 1.50 -2.52 -0.29  0.296
17 H 0.11 -1.97 -1.21  0.258
18 H -0.09 -2.71 0.41  0.274
19 H -3.52 -0.51 1.06  0.246
20 H -3.46 -1.02 -0.62  0.237
21 H -3.91 0.68 -0.21  0.228

As for the total charge: +1. The lowest unoccupied orbital energy (spin up / spin down) comes out at -5.767 / -5.768 eV.

Most favorable structure: B. The second most favorable one is 0.277 eV above it.

A.
# C6H13N2

A cluster of 2 separate species, C6H13N2 in total (ωB97M-V with the def2-TZVPD basis set, OMol25).

Last column: natural (NBO) charge in e.
Geometry (Å):
1 C -0.55 -2.44 -0.05  0.435
2 C 0.34 0.80 0.07  -0.098
3 C -0.04 1.70 -0.93  -0.113
4 C -1.88 -2.74 -0.32  -0.756
5 C -1.45 2.14 -1.07  -0.652
6 C 2.22 0.42 1.70  -0.422
7 N 0.50 -2.00 0.12  -0.457
8 N 1.68 0.26 0.32  -0.569
9 H -0.35 0.45 0.79  0.206
10 H 0.65 1.96 -1.77  0.222
11 H -2.40 -1.72 -0.62  0.280
12 H -2.34 -2.99 0.58  0.276
13 H -2.05 -3.65 -1.03  0.301
14 H -1.69 2.17 -2.18  0.245
15 H -1.58 3.11 -0.61  0.254
16 H -2.04 1.27 -0.58  0.216
17 H 1.35 0.18 2.36  0.240
18 H 3.14 -0.22 1.63  0.239
19 H 2.62 1.43 1.91  0.242
20 H 1.57 -0.77 0.13  0.479
21 H 2.31 0.62 -0.44  0.432

As for the total charge: +1. The lowest unoccupied orbital energy comes out at -2.624 eV.

B.
# C6H13N2

The ion C6H13N2 with charge +1 (ωB97M-V with the def2-TZVPD basis set, OMol25).

Last column: natural (NBO) charge in e.
Geometry (Å):
1 C 3.02 0.17 -0.53  0.020
2 C 1.15 -0.25 1.22  -0.084
3 C -2.02 -0.12 1.12  -0.610
4 C -0.47 1.19 -1.11  -0.668
5 C -1.59 -0.88 -0.15  -0.401
6 C -0.40 -0.38 -0.95  -0.062
7 N 0.77 -0.85 -0.21  -0.146
8 N 1.92 -0.24 -0.02  -0.084
9 H 3.22 0.06 -1.52  0.226
10 H 3.81 0.55 0.22  0.253
11 H 0.66 0.74 1.45  0.254
12 H 1.47 -0.99 2.02  0.268
13 H -2.97 -0.64 1.27  0.253
14 H -1.32 -0.34 2.00  0.190
15 H -1.89 0.92 0.96  0.206
16 H -1.50 1.51 -1.37  0.264
17 H -0.35 1.86 -0.25  0.219
18 H 0.41 1.34 -1.79  0.218
19 H -1.12 -1.73 0.30  0.219
20 H -2.38 -1.08 -0.73  0.225
21 H -0.44 -0.84 -1.91  0.238

As for the total charge: +1. The lowest unoccupied orbital energy comes out at -4.671 eV. The SMILES is C=[N+]1CN1[C@H](C)CC.

Most favorable structure: A. The second most favorable one is 3.212 eV above it.